(1)
73
Properties=species:S:1:pos:R:3:forces:R:3 method="wB97M-V/def2-TZVPD" multiplicity=5 homo_ev="1.0 / 1.1" total_charge=-2 total_energy_ev=-65907.5888
C -2.989 1.016 -3.347 2.7 -1.3 -1.8
C -2.811 -0.376 -3.702 2.2 2.6 -0.5
C -1.556 -0.494 -4.413 -0.8 2.9 1.4
C -3.733 -1.467 -3.489 -0.9 -1.1 0.2
C -0.954 0.822 -4.481 -3.4 -0.9 1.4
C -1.852 1.756 -3.845 -0.3 -3.8 -0.4
C -1.654 3.182 -3.796 0.2 1.6 0.3
C -4.093 1.612 -2.624 -0.9 0.5 0.8
C -1.040 -1.692 -5.027 0.4 -1.3 -0.6
C 0.256 1.190 -5.171 1.4 0.5 -0.7
Os -0.557 -0.767 -0.787 -1.7 6.8 -3.8
Cl -0.712 -2.567 -1.734 -0.3 -6.5 -3.4
Cl -2.758 -0.507 -0.083 -0.1 -0.4 0.4
O 0.861 0.336 -1.828 -3.0 1.3 5.0
H -4.589 -1.153 -2.877 0.1 -0.2 -0.1
H -3.248 -2.324 -2.990 -0.2 0.0 0.0
H -4.125 -1.837 -4.453 -0.2 -0.2 0.1
H -1.178 -2.584 -4.394 0.1 0.0 -0.2
H 0.034 -1.598 -5.246 -0.1 -0.2 0.0
H -1.549 -1.898 -5.987 0.1 -0.3 -0.1
H 0.940 0.332 -5.288 0.0 0.2 0.0
H 0.788 1.990 -4.627 0.1 -0.2 -0.2
H 0.039 1.575 -6.184 0.3 0.0 -0.1
H -0.581 3.423 -3.866 -0.2 0.1 0.1
H -2.015 3.583 -2.834 0.2 0.2 -0.3
H -2.154 3.692 -4.649 0.1 0.1 0.2
H -4.793 0.841 -2.264 0.1 0.3 0.1
H -4.668 2.290 -3.280 0.0 0.1 0.3
H -3.679 2.177 -1.767 -0.4 0.0 -0.1
H 1.314 -0.102 -2.447 2.3 -2.7 -4.1
O -1.332 3.358 -0.476 3.6 -3.2 -2.0
H -0.576 2.635 -1.025 -3.5 3.3 2.4
C 0.669 2.400 2.256 0.1 -0.1 0.5
C 0.631 1.179 3.214 0.3 0.3 0.2
C 1.557 1.366 4.439 0.0 0.1 0.2
C -0.839 1.092 3.662 -0.1 -0.1 0.1
P 1.086 -0.360 2.246 -3.6 0.5 -5.4
N 0.156 -0.358 0.723 5.5 1.4 10.6
C 2.865 -0.429 1.664 0.3 -0.2 0.1
C 3.846 -0.786 2.797 0.3 0.0 0.0
C 2.984 -1.449 0.504 0.1 0.0 -0.1
C 3.205 0.932 1.033 0.2 0.2 0.0
C 0.496 -1.936 3.052 0.0 -0.2 0.4
C 0.980 -2.095 4.509 0.0 -0.2 0.1
C -1.050 -1.982 3.001 0.0 0.0 -0.1
C 0.997 -3.106 2.186 -0.1 -0.2 0.0
H 1.681 2.680 1.963 -0.2 -0.1 -0.1
H 0.265 3.256 2.811 0.0 -0.2 -0.1
H 0.019 2.251 1.385 0.1 0.2 -0.2
H 1.207 2.228 5.038 0.1 -0.3 -0.3
H 1.552 0.488 5.107 0.0 0.3 -0.2
H 2.602 1.569 4.151 -0.4 0.0 0.0
H -1.483 0.915 2.790 0.1 -0.1 0.2
H -1.013 0.343 4.442 0.1 0.1 -0.2
H -1.126 2.062 4.091 0.2 -0.1 -0.2
H 3.679 -1.799 3.199 0.0 0.3 -0.2
H 4.874 -0.767 2.392 -0.3 0.0 0.1
H 3.813 -0.073 3.637 0.0 -0.3 -0.3
H 2.154 -1.334 -0.201 0.1 0.0 0.2
H 3.896 -1.229 -0.062 0.0 0.1 0.2
H 3.054 -2.482 0.839 0.0 0.1 -0.1
H 2.441 1.203 0.292 0.1 0.1 0.2
H 3.336 1.729 1.773 -0.1 -0.2 -0.1
H 4.163 0.843 0.499 -0.2 -0.1 0.1
H 0.478 -1.395 5.198 0.2 -0.2 -0.3
H 0.733 -3.117 4.850 0.0 0.3 -0.1
H 2.070 -1.972 4.614 -0.4 0.0 0.0
H -1.417 -1.656 2.024 0.0 0.0 0.2
H -1.374 -3.018 3.148 0.1 0.0 0.0
H -1.524 -1.381 3.777 0.1 -0.1 -0.2
H 0.721 -2.956 1.131 0.2 0.0 0.3
H 2.075 -3.271 2.293 -0.2 0.1 -0.1
H 0.504 -4.029 2.516 0.0 0.1 0.1



(2)
80
Properties=species:S:1:pos:R:3:forces:R:3 method="wB97M-V/def2-TZVPD" multiplicity=1 e_above_lowest_kcal_mol=110.2 homo_ev=-7.4 total_charge=-1 total_energy_ev=-48297.9971
B 0.224 0.479 0.162 -1.5 1.0 1.7
F 1.108 1.555 0.426 0.1 -0.4 -0.2
F 0.645 -0.341 -0.805 1.4 -1.2 -1.7
F -0.114 -0.258 1.298 0.9 -0.4 0.9
F -1.016 1.016 -0.185 -0.8 1.1 -0.9
C 2.615 2.215 -2.664 9.3 10.1 0.4
C 3.706 1.760 -3.609 0.0 1.2 0.1
N 4.595 1.479 -4.297 -1.1 0.2 0.8
H 3.022 2.241 -1.583 -0.2 0.5 -1.8
H 1.969 3.134 -2.847 1.6 -0.9 -0.3
H 2.052 1.557 -2.587 -9.6 -11.1 0.9
C -4.078 1.776 0.931 0.5 -1.2 0.8
C -4.778 2.836 0.103 -0.4 1.2 -1.2
N -5.344 3.683 -0.498 1.8 -2.8 2.0
H -4.414 1.940 2.009 1.1 0.2 -1.3
H -4.455 0.745 0.783 -0.5 0.7 -0.7
H -2.923 1.465 0.792 -2.5 1.9 0.2
C 3.644 -0.682 2.232 2.2 -0.2 -2.0
C 4.166 0.726 1.941 -6.0 -1.4 0.5
O 3.037 1.534 2.333 3.7 1.6 2.2
H 3.317 -0.903 3.235 -0.2 0.3 0.1
H 4.516 -1.269 1.962 0.2 -1.0 0.4
H 2.967 -0.919 1.438 -1.1 -0.3 0.0
H 4.481 0.894 0.959 0.2 0.1 -1.9
H 4.947 0.846 2.530 3.5 1.5 3.1
H 2.368 1.403 1.731 -2.5 -0.4 -2.3
C -0.946 4.308 3.498 4.3 -2.2 6.0
C -1.085 2.793 3.419 1.1 0.9 2.2
O -2.452 2.449 3.691 0.2 0.0 -0.7
H 0.098 4.605 3.303 -0.1 -0.5 -0.3
H -1.006 4.659 4.590 -0.3 -0.6 -1.2
H -1.482 4.952 3.023 -4.0 3.2 -3.7
H -0.469 2.417 4.422 -0.9 0.4 -3.2
H -0.635 2.660 2.392 -0.8 -1.5 1.1
H -2.602 1.494 3.691 0.5 0.2 -0.2
C 0.204 5.684 -0.681 -1.2 1.5 -2.8
C -0.429 4.361 -1.166 -2.1 2.5 -1.3
O -1.427 3.846 -0.313 0.0 -0.2 0.2
H 0.883 6.094 -1.427 1.3 -1.2 -0.4
H 0.712 5.777 0.244 -0.1 -0.3 1.1
H -0.401 6.550 -0.958 -1.3 0.1 1.4
H 0.367 3.758 -1.083 2.8 -2.9 -0.5
H -0.803 4.460 -2.336 0.9 -0.2 2.9
H -1.175 2.930 -0.050 -0.3 0.8 -0.5
C 2.061 -3.651 -1.643 -3.0 0.5 -1.7
C 3.256 -2.782 -1.157 -1.9 -2.9 1.8
O 3.061 -1.584 -1.771 4.4 0.0 -2.4
H 0.907 -3.267 -1.332 3.4 -1.2 -0.4
H 2.227 -4.692 -1.557 -0.2 -1.4 1.6
H 1.971 -3.797 -2.807 0.5 1.6 1.7
H 4.138 -3.443 -1.468 -0.5 1.9 0.2
H 3.253 -2.709 0.044 0.1 -0.2 -2.5
H 2.398 -1.099 -1.395 -3.0 1.8 1.8
C -0.445 -1.425 -3.631 2.5 -0.6 -1.5
C -1.595 -1.845 -4.551 0.0 3.2 4.2
O -2.794 -1.635 -3.782 4.4 7.0 2.5
H -0.218 -0.307 -3.471 -1.3 -1.8 0.4
H 0.467 -1.644 -4.347 -1.0 -0.2 1.8
H -0.485 -2.147 -2.681 0.4 2.1 -2.1
H -1.444 -2.813 -4.835 0.1 -2.8 -0.8
H -1.902 -1.231 -5.301 1.0 1.8 -3.2
H -3.192 -2.345 -3.956 -6.1 -8.7 -1.5
C 0.142 -3.122 2.049 2.3 -1.5 1.3
C 0.529 -4.603 1.800 -7.6 1.9 3.0
O 1.008 -5.117 2.956 1.3 0.5 2.2
H -0.411 -3.007 3.027 0.0 0.0 -1.6
H -0.140 -2.653 1.140 -1.1 0.5 -0.4
H 1.130 -2.701 2.223 0.1 0.6 0.4
H 1.068 -4.757 1.027 4.5 -0.5 -5.3
H -0.449 -5.093 1.491 0.6 0.0 0.5
H 0.920 -6.043 2.971 -0.1 -1.7 0.0
C -4.002 -3.169 0.136 0.8 9.7 -3.5
C -2.741 -2.349 -0.163 -4.6 -1.5 -3.0
O -2.699 -1.457 0.839 -9.8 -3.4 2.3
H -4.906 -2.653 0.362 -1.1 0.9 -1.7
H -3.981 -3.526 0.967 1.7 -4.1 10.6
H -3.935 -3.955 -0.336 -0.8 -7.7 -6.1
H -2.921 -1.903 -1.161 -0.1 0.6 0.3
H -1.960 -3.009 -0.484 1.5 -0.6 1.3
H -1.943 -1.170 0.758 12.4 6.0 -0.1



(3)
6
Properties=species:S:1:pos:R:3:forces:R:3 method="wB97M-V/def2-TZVPD" multiplicity=1 e_above_lowest_kcal_mol=12.9 homo_ev="-9.2 / -9.2" total_charge=0 total_energy_ev=-25248.6174
C 0.230 -1.120 0.813 0.7 -0.4 -0.5
C 0.169 0.143 0.165 -0.2 -3.2 -2.0
N 0.348 -2.141 1.331 -0.2 -0.1 0.1
S -0.083 0.206 -1.490 -0.3 1.7 2.5
S -0.775 2.021 -1.685 0.3 -0.4 -0.9
H 0.110 0.891 0.867 -0.3 2.4 0.7